C2H4N2OS2 as an isolated structure in a non-equilibrium geometry, computed with ωB97M-V with the def2-TZVPD basis set.

Values from the calculation:
HOMO energy = -9.15 eV
Relative energy (zero: lowest compared OMol25 entry of this formula, charge and spin) = 427.8 kJ/mol
Lowest unoccupied orbital energy = -0.0224 Ha
Electronic energy = -1059.580344 hartree
Orbital gap = 8.54 eV

The geometry in ORCA input format:
```
! RIJCOSX wB97M-V def2-TZVPD def2/J DEFGRID3
* xyz 0 1
C 0.73 0.72 1.16
C -0.58 -0.79 -1.43
H 0.00 -1.17 1.37
H 1.68 -0.76 2.19
H -1.94 -0.16 -0.12
H 0.43 -0.13 -1.77
N 0.42 -0.34 1.95
N -0.92 -0.25 -0.16
O -0.26 0.95 0.23
S 1.82 1.94 1.21
S -1.54 -1.99 -2.11
*
```

Mulliken population analysis, charges in e, atoms 1 to 6: atom 1 (C): 0.28, atom 2 (C): -0.06, atom 3 (H): 0.38, atom 4 (H): 0.37, atom 5 (H): 0.22, atom 6 (H): 0.27

A 2-piece molecular cluster, C2H4N2OS3 overall in a non-equilibrium geometry, computed with ωB97M-V with the def2-TZVPD basis set.

Values from the calculation:
HOMO energy = -8.84 eV
Relative energy (zero: lowest compared OMol25 entry of this formula, charge and spin) = 97.3 kJ/mol
Lowest unoccupied orbital energy = -0.0041 Ha
Electronic energy = -1457.866311 hartree
Orbital gap = 8.73 eV
SMILES = NC(=S)SO.N=C=S

The geometry in ORCA input format:
```
! RIJCOSX wB97M-V def2-TZVPD def2/J DEFGRID3
* xyz 0 1
C 0.11 1.12 1.83
C 1.99 -1.56 0.41
N -0.92 1.42 1.00
N 2.52 -0.55 -0.09
O -0.87 -1.34 1.31
S 1.26 2.20 2.49
S 1.56 -3.05 0.49
S 0.29 -0.63 2.23
H -1.25 2.51 1.04
H -1.60 0.69 1.06
H 2.98 0.20 0.37
H -0.46 -1.94 0.76
*
```

Mulliken population analysis, charges in e, atoms 1 to 6: atom 1 (C): 0.22, atom 2 (C): 0.46, atom 3 (N): -0.46, atom 4 (N): -0.45, atom 5 (O): -0.40, atom 6 (S): -0.27